The following is a quantum chemistry calculation of 2 unconnected molecules or ions with the total composition C2H8NO2 at a distorted geometry, from the Open Molecules 2025 dataset.

Each atom is followed by the atoms it is bonded to, with distances in Å.
Positions of all 13 atoms, in Å:
1 H 0.97 1.63 -1.82  C5 1.107
2 H -0.61 -1.46 2.58  C8 1.093
3 H -1.64 0.92 -2.48  N7 1.012
4 O 0.29 0.56 -0.23  C5 1.324
5 C 0.20 0.89 -1.51  H1 1.107, O4 1.324, N7 1.492, H10 1.102
6 H 0.90 0.17 1.40  O12 0.979
7 N -1.08 1.53 -1.91  H3 1.012, C5 1.492, H13 1.010
8 C 0.29 -1.58 1.97  H2 1.093, H9 1.078, H11 1.097, O12 1.420
9 H 0.08 -1.71 0.92  C8 1.078
10 H 0.25 0.03 -2.20  C5 1.102
11 H 0.84 -2.47 2.29  C8 1.097
12 O 1.12 -0.44 2.14  H6 0.979, C8 1.420
13 H -1.62 1.92 -1.15  N7 1.010

The HOMO energy is -2.8 eV. The net charge is -1. The relative energy (zero: lowest compared OMol25 entry of this formula, charge and spin) comes out at 0.744 eV. As for the multiplicity: 1.

The following is a quantum chemistry calculation of 3 unconnected molecules or ions with the total composition C5H12O, from the Open Molecules 2025 dataset.

Each atom is followed by the atoms it is bonded to, with distances in Å.
Positions of all 18 atoms, in Å:
1 H 2.82 0.40 0.62  C18 1.098
2 H -0.50 -1.84 0.78  C9 1.088
3 H -2.03 -0.21 -0.65  C12 1.108
4 H 1.53 1.17 1.55  C18 1.094
5 O -2.72 1.01 0.82  C12 1.205
6 H 0.11 -1.44 -1.55  C17 1.095
7 C 0.87 -0.36 0.17  C9 1.334, C17 1.507, C18 1.505
8 H 1.87 -1.42 -1.42  C17 1.097
9 C 0.09 -0.97 1.06  H2 1.088, C7 1.334, H13 1.087
10 H -1.47 1.97 -0.70  H15 0.749
11 H 1.02 0.03 -1.95  C17 1.097
12 C -2.49 -0.08 0.35  H3 1.108, O5 1.205, H16 1.106
13 H 0.03 -0.64 2.09  C9 1.087
14 H 1.78 1.59 -0.16  C18 1.096
15 H -0.92 1.86 -1.20  H10 0.749
16 H -2.73 -1.01 0.90  C12 1.106
17 C 0.97 -0.82 -1.26  H6 1.095, C7 1.507, H8 1.097, H11 1.097
18 C 1.79 0.77 0.57  H1 1.098, H4 1.094, C7 1.505, H14 1.096

The HOMO energy is -9.5 eV. The net charge is 0. The structure (SMILES) is C=C(C)C.[H][H].C=O. The relative energy (zero: lowest compared OMol25 entry of this formula, charge and spin) comes out at 2.538 eV. As for the multiplicity: 1.

The following is a quantum chemistry calculation of C9H17NO4 in the gas phase at a distorted geometry, from the Open Molecules 2025 dataset.

Each atom is followed by the atoms it is bonded to, with distances in Å.
Positions of all 31 atoms, in Å:
1 C -0.60 -0.98 3.26  H4 1.062, C9 1.525, H17 1.101, O27 1.410
2 H 3.41 1.46 -4.66  O14 0.983
3 N -0.30 1.10 -0.43  H10 1.012, C11 1.491, C29 1.467
4 H -0.26 -1.55 4.09  C1 1.062
5 H -0.40 1.63 -2.40  C29 1.074
6 H -1.21 -2.70 2.09  C9 1.109
7 C 2.07 1.19 -3.42  O14 1.345, C21 1.510, O31 1.214
8 H -2.43 -0.50 -0.52  C25 1.108
9 C -0.49 -1.87 2.03  C1 1.525, H6 1.109, H19 1.106, C26 1.515
10 H -1.28 1.35 -0.36  N3 1.012
11 C 0.13 0.19 0.67  N3 1.491, C23 1.538, C26 1.561, H28 1.099
12 H -0.27 -1.46 -1.17  O24 0.968
13 H -0.13 -0.07 -2.18  C29 1.093
14 O 3.37 1.42 -3.68  H2 0.983, C7 1.345
15 H 2.27 0.52 -1.40  C21 1.107
16 H 0.61 1.78 2.02  C23 1.059
17 H -1.64 -0.69 3.50  C1 1.101
18 H -1.09 1.37 2.02  C23 1.095
19 H 0.53 -2.30 2.03  C9 1.106
20 H -2.78 -1.88 0.45  C25 1.090
21 C 1.65 1.23 -1.97  C7 1.510, H15 1.107, C29 1.539, H30 1.083
22 H -2.58 -0.27 1.19  C25 1.066
23 C -0.07 0.98 1.98  C11 1.538, H16 1.059, H18 1.095, O27 1.422
24 O -0.21 -1.98 -0.36  H12 0.968, C26 1.427
25 C -2.21 -0.95 0.47  H8 1.108, H20 1.090, H22 1.066, C26 1.568
26 C -0.67 -1.15 0.71  C9 1.515, C11 1.561, O24 1.427, C25 1.568
27 O 0.24 0.14 3.09  C1 1.410, C23 1.422
28 H 1.19 -0.10 0.63  C11 1.099
29 C 0.15 0.92 -1.81  N3 1.467, H5 1.074, H13 1.093, C21 1.539
30 H 1.75 2.23 -1.57  C21 1.083
31 O 1.25 0.94 -4.28  C7 1.214

The HOMO energy is -8.8 eV. The net charge is 0. The structure (SMILES) is C[C@]1(O)CCOC[C@@H]1NCCC(=O)O. The relative energy (zero: lowest compared OMol25 entry of this formula, charge and spin) comes out at 0.101 eV. As for the multiplicity: 1.

- Which of these has the lowest HOMO energy?
  C5H12O

- What is the formula in the second record?
  C5H12O